No. 1
The following is a quantum chemistry calculation of a cluster of 2 separate species, C8H12O in total in a non-equilibrium geometry, from OMol25.

Summary:
HOMO level   -8.8 eV
Structure (SMILES)   C#CC(C)=O.C=C(C)C
Energy relative to the best compared isomer or geometry (same formula, charge and spin)   95.47 kcal/mol

Geometry as ORCA input:
```
! RIJCOSX wB97M-V def2-TZVPD def2/J DEFGRID3
* xyz 0 1
C 0.980 0.533 1.404
C 1.477 0.251 0.347
C 2.246 -0.298 -0.792
C 3.293 -1.297 -0.371
O 2.192 0.151 -1.946
H 0.391 0.886 2.239
H 2.910 -2.359 -0.272
H 4.076 -1.212 -1.051
H 3.797 -0.822 0.490
C -1.212 1.438 -0.941
C -1.630 0.492 -0.089
C -1.826 -0.939 -0.670
C -2.193 0.751 1.265
H -0.619 1.166 -1.727
H -1.216 2.392 -0.491
H -1.022 -1.202 -1.303
H -2.724 -0.759 -1.229
H -1.944 -1.616 0.164
H -2.903 1.588 1.344
H -1.351 1.074 1.932
H -2.723 -0.217 1.697
*
```

Atomic partial charges in e from the Löwdin method, atoms 1 to 2: C 0.142; C -0.034

***

No. 2
The following is a quantum chemistry calculation of a structure of composition C22H41BrIrNOP3 in a non-equilibrium geometry, from OMol25.

Summary:
HOMO level (spin up / spin down)   -14.1 / -16.5 eV
<S²>   6.05
Energy relative to the best compared isomer or geometry (same formula, charge and spin)   33.76 kcal/mol

Geometry as ORCA input:
```
! RIJCOSX wB97M-V def2-TZVPD def2/J DEFGRID3
* xyz 3 5
Ir 0.213 -0.141 0.536
P -1.593 -1.631 0.544
P 1.437 -0.699 2.344
P 1.484 -1.560 -0.773
H -0.458 4.106 -1.814
C -0.855 4.052 -2.850
C -2.045 3.592 -3.233
H -2.952 3.713 -2.632
C -3.178 -0.817 0.875
C -1.468 -2.912 1.830
C -1.939 -2.521 -1.027
C 2.853 0.463 2.419
C 0.676 -0.546 4.008
C 2.194 -2.358 2.710
C 1.014 -1.757 -2.541
C 1.488 -3.365 -0.326
C 3.307 -1.202 -0.562
H -0.235 4.362 -3.663
H -2.127 3.055 -4.190
H -3.207 0.160 0.385
H -3.355 -0.686 1.946
H -3.986 -1.438 0.470
H -1.378 -2.453 2.825
H -0.627 -3.598 1.671
H -2.389 -3.514 1.810
H -1.912 -1.825 -1.882
H -2.945 -2.964 -0.977
H -1.225 -3.344 -1.177
H 3.654 0.032 3.027
H 2.540 1.400 2.891
H 3.268 0.688 1.432
H 1.350 -1.017 4.739
H -0.280 -1.082 4.058
H 0.530 0.497 4.304
H 3.285 -2.273 2.765
H 1.942 -3.140 1.998
H 1.835 -2.696 3.690
H 1.597 -2.562 -3.003
H 1.170 -0.845 -3.122
H -0.046 -2.028 -2.610
H 1.254 -3.953 -1.227
H 0.739 -3.607 0.437
H 2.509 -3.635 -0.003
H 3.876 -1.684 -1.368
H 3.660 -1.636 0.387
H 3.497 -0.118 -0.599
C -0.520 1.053 -2.259
C 0.600 1.900 -2.534
C 1.214 1.935 -3.784
C 0.670 1.176 -4.834
C -0.554 0.533 -4.656
C -1.148 0.398 -3.390
O -0.936 0.949 -1.014
H 1.316 0.294 -0.715
H 0.918 2.504 -1.690
H 2.002 2.671 -3.970
H 1.123 1.144 -5.841
H -1.071 0.186 -5.562
H -2.104 -0.134 -3.213
Br -3.766 1.792 4.394
C -2.191 2.215 3.379
C -1.800 3.537 3.212
C -0.756 3.793 2.318
C -0.205 2.742 1.574
N -0.612 1.469 1.737
C -1.529 1.194 2.688
H -2.345 4.310 3.748
H -0.300 4.765 2.157
H 0.605 2.913 0.855
H -1.783 0.148 2.879
*
```

Atomic partial charges in e from the Löwdin method, atoms 1 to 2: Ir 0.838; P 0.735

***

No. 3
The following is a quantum chemistry calculation of a structure of composition C25H27Ge2IrNS5 in a non-equilibrium geometry, from OMol25.

Summary:
HOMO level (spin up / spin down)   -7.3 / -7.1 eV
<S²>   0.76

Geometry as ORCA input:
```
! RIJCOSX wB97M-V def2-TZVPD def2/J DEFGRID3
* xyz 0 2
Ir 0.000 -0.143 -0.107
S -0.550 -1.571 -1.897
S 0.824 -1.508 -3.363
S 2.484 -0.700 -2.621
S 1.968 0.435 -1.028
C -2.849 -2.123 -0.150
C -2.805 -1.150 0.974
C -3.812 -1.278 1.961
C -3.827 -0.465 3.044
C -2.860 0.552 3.151
C -2.848 1.448 4.243
C -1.928 2.454 4.288
C -0.997 2.598 3.246
C -0.967 1.725 2.184
S 0.175 1.912 0.883
C -1.901 0.665 2.123
N -1.854 -0.220 1.045
H -3.731 -2.754 -0.071
H -1.965 -2.763 -0.131
H -2.870 -1.606 -1.109
H -4.552 -2.055 1.836
H -4.575 -0.577 3.820
H -3.585 1.324 5.027
H -1.909 3.144 5.121
H -0.278 3.407 3.271
C 4.057 1.027 1.720
Ge 3.031 -0.344 2.673
C 2.045 0.597 4.080
C 4.284 -1.571 3.548
Ge 1.401 -1.540 1.301
C 2.441 -2.737 0.120
C 3.809 -2.553 -0.076
C 4.520 -3.331 -0.982
C 3.866 -4.308 -1.718
C 2.505 -4.511 -1.534
C 1.804 -3.733 -0.622
C 0.598 -2.789 2.597
C 1.405 -3.846 3.024
C 0.947 -4.759 3.963
C -0.333 -4.638 4.489
C -1.146 -3.594 4.076
C -0.678 -2.678 3.141
H 4.690 1.554 2.438
H 3.380 1.747 1.260
H 4.692 0.604 0.940
H 2.738 1.026 4.807
H 1.362 -0.073 4.607
H 1.467 1.402 3.632
H 5.006 -0.974 4.109
H 4.827 -2.187 2.830
H 3.761 -2.227 4.244
H 4.334 -1.782 0.479
H 5.582 -3.168 -1.117
H 4.414 -4.907 -2.434
H 1.987 -5.270 -2.108
H 0.742 -3.906 -0.488
H 2.401 -3.962 2.610
H 1.590 -5.569 4.284
H -0.690 -5.352 5.221
H -2.146 -3.489 4.482
H -1.310 -1.855 2.853
*
```

Atomic partial charges in e from the Löwdin method, atoms 1 to 2: Ir 0.317; S 0.103

***

No. 4
The following is a quantum chemistry calculation of a cluster of 4 separate species, C51H91N2O18P3S3 in total in a non-equilibrium geometry, from OMol25.

Summary:
HOMO level   -8.1 eV
Structure (SMILES)   COC[C@]1(CCCSC(=S)N(c2ccccc2)c2ccccc2)C[C@H](CCCCCCOC(C)=O)[C@@H](N=C(C)C)OS1(=O)=O.CCOP(=O)(OCC)OCC.CCOP(=O)(OCC)OCC.CCOP(=O)(OCC)OCC

Geometry as ORCA input:
```
! RIJCOSX wB97M-V def2-TZVPD def2/J DEFGRID3
* xyz 0 1
C 1.893 -4.016 -2.362
O 0.509 -4.323 -2.264
C -0.126 -3.564 -1.249
C -1.375 -2.853 -1.800
C -2.173 -3.691 -2.807
C -1.811 -3.416 -4.291
C -3.010 -2.752 -5.027
S -4.026 -4.004 -5.854
C -5.336 -4.400 -4.709
S -5.833 -3.384 -3.555
N -5.942 -5.699 -4.871
C -5.286 -6.684 -4.029
C -6.115 -7.564 -3.343
C -5.567 -8.553 -2.540
C -4.194 -8.697 -2.398
C -3.365 -7.795 -3.056
C -3.912 -6.806 -3.860
C -5.923 -6.042 -6.278
C -6.768 -5.324 -7.123
C -6.799 -5.565 -8.486
C -5.980 -6.533 -9.058
C -5.145 -7.262 -8.223
C -5.123 -7.021 -6.853
C -0.990 -1.428 -2.289
C -1.164 -0.318 -1.222
C -0.239 0.844 -1.636
C -0.611 1.392 -3.036
C 0.262 0.883 -4.185
C -0.390 1.105 -5.566
C 0.119 0.097 -6.595
C -0.603 0.190 -7.942
O -0.963 -1.149 -8.395
C -0.431 -1.479 -9.593
C 0.486 -2.685 -9.617
O -0.676 -0.895 -10.605
C -0.806 -0.748 0.190
N -1.046 0.391 1.061
C -0.918 0.176 2.318
C -2.066 0.149 3.268
C 0.454 -0.030 2.969
O -1.628 -1.837 0.715
S -2.490 -2.614 -0.378
O -3.689 -1.928 -0.758
O -2.784 -3.922 0.134
H 2.256 -4.444 -3.296
H 2.002 -2.927 -2.453
H 2.473 -4.376 -1.508
H -0.435 -4.250 -0.451
H 0.542 -2.837 -0.780
H -1.929 -4.737 -2.606
H -3.249 -3.619 -2.655
H -1.655 -4.387 -4.765
H -0.887 -2.852 -4.424
H -3.619 -2.185 -4.323
H -2.617 -2.115 -5.822
H -7.193 -7.493 -3.419
H -6.224 -9.234 -2.010
H -3.753 -9.481 -1.796
H -2.287 -7.864 -2.971
H -3.264 -6.110 -4.380
H -7.414 -4.543 -6.736
H -7.453 -4.993 -9.134
H -5.964 -6.745 -10.120
H -4.478 -8.019 -8.617
H -4.459 -7.624 -6.247
H 0.068 -1.465 -2.555
H -1.570 -1.114 -3.155
H -2.169 0.104 -1.245
H -0.280 1.668 -0.923
H 0.807 0.508 -1.685
H -1.639 1.073 -3.249
H -0.604 2.483 -3.079
H 1.222 1.413 -4.194
H 0.499 -0.181 -4.129
H -0.243 2.137 -5.897
H -1.465 0.909 -5.458
H -0.035 -0.919 -6.222
H 1.189 0.233 -6.784
H 0.051 0.614 -8.705
H -1.532 0.760 -7.906
H -0.084 -3.569 -9.331
H 0.917 -2.813 -10.604
H 1.301 -2.488 -8.915
H 0.259 -1.004 0.300
H -1.954 0.895 4.064
H -3.032 0.297 2.791
H -2.083 -0.816 3.788
H 0.425 0.360 3.988
H 1.212 0.492 2.392
H 0.628 -1.109 3.042
C 1.547 9.462 -6.775
C 1.391 8.541 -7.970
O 1.121 7.200 -7.572
P -0.415 6.688 -7.344
O -1.171 7.144 -8.536
O -0.243 5.096 -7.618
C -0.991 4.429 -8.633
C -0.199 4.355 -9.923
O -0.268 6.382 -5.747
C -0.631 7.355 -4.759
C -1.891 8.122 -5.100
H 0.590 9.608 -6.268
H 1.911 10.442 -7.086
H 2.247 9.042 -6.052
H 0.615 8.913 -8.643
H 2.324 8.515 -8.534
H -1.957 4.907 -8.787
H -1.193 3.418 -8.272
H 0.193 5.331 -10.206
H -0.817 3.973 -10.737
H 0.660 3.692 -9.802
H 0.210 8.031 -4.588
H -0.783 6.807 -3.828
H -1.778 8.686 -6.032
H -2.131 8.829 -4.306
H -2.734 7.441 -5.227
C 1.620 2.923 9.158
C 1.634 1.737 8.213
O 1.089 0.570 8.825
P -0.512 0.250 8.734
O -0.865 0.381 7.297
O -0.468 -1.369 8.903
C -1.005 -2.237 7.907
C 0.071 -2.683 6.937
O -0.809 0.344 10.337
C -1.277 1.555 10.945
C -2.301 2.293 10.111
H 0.597 3.267 9.336
H 2.183 3.758 8.739
H 2.055 2.655 10.121
H 1.107 1.977 7.287
H 2.665 1.497 7.950
H -1.836 -1.764 7.384
H -1.411 -3.106 8.427
H 0.636 -1.834 6.551
H -0.364 -3.228 6.097
H 0.786 -3.336 7.440
H -0.423 2.195 11.184
H -1.726 1.268 11.896
H -1.885 2.598 9.143
H -2.637 3.191 10.629
H -3.167 1.660 9.913
C 7.853 5.081 10.722
C 6.563 4.288 10.819
O 6.684 3.006 10.209
P 7.202 1.715 11.073
O 6.416 1.735 12.331
O 6.516 0.504 10.239
C 5.619 -0.415 10.863
C 4.181 0.027 10.684
O 8.572 1.467 10.220
C 9.825 2.025 10.631
C 10.047 1.978 12.128
H 8.627 4.644 11.359
H 7.699 6.111 11.044
H 8.227 5.086 9.697
H 6.246 4.197 11.860
H 5.772 4.813 10.282
H 5.863 -0.546 11.917
H 5.767 -1.383 10.381
H 4.044 1.070 10.971
H 3.507 -0.592 11.277
H 3.888 -0.052 9.636
H 9.912 3.046 10.250
H 10.601 1.442 10.133
H 9.285 2.554 12.665
H 11.023 2.394 12.380
H 10.002 0.950 12.492
*
```

Atomic partial charges in e from the Löwdin method, atoms 1 to 2: C -0.086; O -0.162

***

Copy entry 1 word for word.
The following is a quantum chemistry calculation of a cluster of 2 separate species, C8H12O in total in a non-equilibrium geometry, from OMol25.

Summary:
HOMO level   -8.8 eV
Structure (SMILES)   C#CC(C)=O.C=C(C)C
Energy relative to the best compared isomer or geometry (same formula, charge and spin)   95.47 kcal/mol

Geometry as ORCA input:
```
! RIJCOSX wB97M-V def2-TZVPD def2/J DEFGRID3
* xyz 0 1
C 0.980 0.533 1.404
C 1.477 0.251 0.347
C 2.246 -0.298 -0.792
C 3.293 -1.297 -0.371
O 2.192 0.151 -1.946
H 0.391 0.886 2.239
H 2.910 -2.359 -0.272
H 4.076 -1.212 -1.051
H 3.797 -0.822 0.490
C -1.212 1.438 -0.941
C -1.630 0.492 -0.089
C -1.826 -0.939 -0.670
C -2.193 0.751 1.265
H -0.619 1.166 -1.727
H -1.216 2.392 -0.491
H -1.022 -1.202 -1.303
H -2.724 -0.759 -1.229
H -1.944 -1.616 0.164
H -2.903 1.588 1.344
H -1.351 1.074 1.932
H -2.723 -0.217 1.697
*
```

Atomic partial charges in e from the Löwdin method, atoms 1 to 2: C 0.142; C -0.034